Here is a 13-piece molecular cluster, C26H78O26 overall at a distorted geometry from the OMol25 dataset. Energies are from wB97M-V/def2-TZVPD.

Output
**F_max**: 0.0667 hartree/bohr
**Expectation value of S²**: 0.750
**M**: 806.9 u
**ΔE to the lowest compared entry with this formula, charge and spin**: 2.263 eV
**2S+1**: 2
**Energy**: -2993.27690 a.u.
**Total charge**: -1
**E_LUMO (alpha / beta)**: 1.950 / 1.897 eV

Cartesian coordinates (Å):
C1 -2.7012 -3.3896 3.2945
C2 -2.0487 -4.6400 4.0318
O1 -1.5742 -4.0694 5.3322
O2 -1.6737 -2.4657 2.7906
H1 -3.4567 -2.9254 3.9284
H2 -3.1103 -3.8940 2.4191
H3 -1.2568 -5.0807 3.4262
H4 -2.8049 -5.3917 4.2582
H5 -1.6407 -4.7729 5.9821
H6 -1.2716 -1.8496 3.4073
C3 0.2472 5.8461 -2.8822
C4 0.3984 4.3354 -3.1563
O3 -0.8339 3.7427 -2.6419
O4 0.6149 6.1748 -1.5362
H7 -0.7699 6.1777 -3.0913
H8 0.8654 6.5117 -3.4846
H9 1.3075 4.0779 -2.6128
H10 0.5591 4.0325 -4.1909
H11 -0.8097 3.8055 -1.6843
H12 0.4065 5.4865 -0.9002
C5 2.1013 1.6769 5.0200
C6 1.8230 1.0375 3.6387
O5 1.2557 1.9180 2.6365
O6 2.4260 0.7124 5.9618
H13 1.2050 2.1824 5.3795
H14 2.9676 2.3369 4.9739
H15 1.3608 0.0784 3.8723
H16 2.7609 0.7276 3.1778
H17 1.6681 2.7747 2.7691
H18 1.6749 0.6999 6.5596
C7 -2.8339 0.1418 -5.7667
C8 -2.1020 1.4395 -5.2613
O7 -2.0520 1.3437 -3.8062
O8 -4.0771 -0.0994 -5.0968
H19 -2.2195 -0.7349 -5.5622
H20 -2.7185 0.3268 -6.8346
H21 -2.7142 2.2409 -5.6748
H22 -1.0465 1.5902 -5.4877
H23 -1.8247 2.2006 -3.4381
H24 -3.9043 -0.1407 -4.1534
C9 1.1405 -4.6918 1.7273
C10 2.5919 -4.3712 2.1874
O9 3.5579 -5.1607 1.5015
O10 0.8135 -6.0746 2.1124
H25 1.1431 -4.6692 0.6375
H26 0.3078 -4.0612 2.0388
H27 2.7088 -4.5054 3.2627
H28 2.8890 -3.3475 1.9598
H29 4.3895 -4.9421 1.9286
H30 -0.0012 -6.3963 1.7194
C11 4.3088 -4.6392 -1.5298
C12 5.3815 -4.3410 -2.5506
O11 4.8736 -3.9454 -3.8605
O12 3.5679 -3.5171 -1.0649
H31 4.8525 -5.2494 -0.8086
H32 3.7298 -5.3112 -2.1632
H33 6.1129 -5.1395 -2.6748
H34 5.8515 -3.4250 -2.1926
H35 4.2062 -3.2822 -3.6698
H36 3.1427 -3.8840 -0.2864
C13 -3.6183 -1.6950 -1.5824
C14 -2.7233 -2.7831 -1.0741
O13 -3.2796 -4.0577 -0.9321
O14 -4.3210 -1.8411 -2.7570
H37 -3.0755 -0.8020 -1.8923
H38 -4.3720 -1.3204 -0.8897
H39 -2.1613 -2.4226 -0.2125
H40 -1.9327 -2.7491 -1.8237
H41 -4.2281 -3.9316 -1.0106
H42 -5.0691 -2.4324 -2.6462
C15 -2.1603 5.5135 0.6890
C16 -1.3804 6.4463 1.6856
O15 -0.8385 7.4800 0.8958
O16 -1.3065 4.5808 0.0163
H43 -2.6246 5.9789 -0.1805
H44 -2.8665 4.9045 1.2533
H45 -0.5701 5.8718 2.1344
H46 -2.0086 6.8743 2.4668
H47 -0.2597 6.9796 0.3159
H48 -1.3440 3.7749 0.5366
C17 -4.3061 2.5715 -1.1281
C18 -5.5068 1.7811 -0.5636
O17 -6.5965 2.7066 -0.3578
O18 -4.5144 2.9809 -2.4041
H49 -3.3980 1.9705 -1.0787
H50 -4.0700 3.3274 -0.3791
H51 -5.2507 1.4532 0.4439
H52 -5.7949 0.9760 -1.2396
H53 -7.4236 2.2260 -0.2766
H54 -5.3640 3.4266 -2.3684
C19 1.0202 -1.1343 0.0442
C20 -0.3070 -0.3448 -0.0541
O19 -0.0889 0.9875 -0.3255
O20 1.7802 -0.6786 1.1753
H55 1.6758 -0.8496 -0.7788
H56 0.8230 -2.1850 0.2568
H57 -0.8187 -0.3181 0.9080
H58 -0.9992 -0.7891 -0.7693
H59 -0.7851 1.2552 -0.9300
H60 1.4632 0.2212 1.2822
C21 2.0928 -0.1855 -4.1254
C22 1.6985 1.2130 -3.5218
O21 2.7509 2.1698 -3.7722
O22 1.9164 -0.2808 -5.5462
H61 1.4660 -0.9092 -3.6045
H62 3.1394 -0.4039 -3.9133
H63 1.6176 1.0301 -2.4503
H64 0.8119 1.6472 -3.9840
H65 2.4637 2.5297 -4.6146
H66 2.6121 -0.8650 -5.8564
C23 5.0861 -1.6038 1.4652
C24 6.2162 -2.6694 1.2579
O23 7.4895 -2.1734 1.5880
O24 4.8689 -1.4783 2.9467
H67 4.2431 -1.9792 0.8852
H68 5.2567 -0.6098 1.0517
H69 6.2319 -3.0512 0.2370
H70 6.0541 -3.4973 1.9480
H71 7.9809 -2.8822 2.0094
H72 4.2865 -0.7306 3.0999
C25 -2.3073 2.0906 4.1258
C26 -2.2848 1.3782 2.7471
O25 -1.6564 2.2710 1.9418
O26 -1.0581 2.0621 4.8325
H73 -3.0748 1.6079 4.7309
H74 -2.5463 3.1377 3.9401
H75 -3.2670 1.1548 2.3304
H76 -1.7441 0.4350 2.8260
H77 -0.7340 2.2812 2.2078
H78 -0.7753 1.1469 4.8960